Entry 1:
Here is a molecular structure, C6H4Cl2O4S2 from the Open Molecules 2025 dataset. Energies are from ωB97M-V/def2-TZVPD.

* E: -61189.337 eV
* spin multiplicity: 1
* charge: 0
* lowest unoccupied orbital energy: -0.9 eV

Geometry as XYZ:
```
18
Properties=species:S:1:pos:R:3:forces:R:3
O 1.926621 0.216899 -1.219062 0.5 -0.8 0.6
C 0.613453 -0.168415 2.124155 -2.3 -0.7 -3.0
H -1.806355 -1.595196 -0.694566 1.0 0.3 1.2
O 1.841264 2.601508 -1.949755 -1.0 -1.6 -0.4
Cl 0.804112 2.142594 0.635059 0.2 0.6 1.7
H 0.382014 -1.865444 3.173807 -0.1 -1.5 0.8
C 0.219866 0.570258 0.991781 0.5 -0.6 0.3
C 0.094092 -1.472732 2.242824 -0.9 1.3 -1.6
C -0.558421 -0.000922 -0.020908 -0.1 1.9 0.7
O -1.508467 0.271694 -2.512547 1.0 0.7 1.8
H -1.360459 -2.915230 1.327326 0.2 -0.6 0.5
C -0.796753 -2.010311 1.264861 0.6 1.8 -0.2
O -1.525261 2.327880 -1.164967 -0.1 0.7 0.6
S 1.281285 1.259391 -1.925963 1.0 1.9 -1.4
S -0.938581 1.066448 -1.421249 -0.4 -2.3 -2.4
H 1.195008 0.250356 2.869763 1.1 0.8 1.2
Cl 1.231779 0.556546 -3.832155 -0.2 0.3 -0.2
C -1.095197 -1.235323 0.111595 -1.1 -2.0 -0.2
```
Forces are in eV/Å.


Entry 2:
Here is a molecular structure, C6H4Cl4F18N2O8PS4V from the Open Molecules 2025 dataset. Energies are from ωB97M-V/def2-TZVPD.

* ΔE to the lowest compared entry with this formula, charge and spin: 22.8 kcal/mol
* E: -202975.573 eV
* spin multiplicity: 4
* charge: -1
* expectation value of S²: 3.7540
* lowest unoccupied orbital energy (spin up / spin down): 1.9 / 2.0 eV

Geometry as XYZ:
```
48
Properties=species:S:1:pos:R:3:forces:R:3
F -1.993632 5.034186 0.138274 0.1 -0.3 0.5
F -0.337860 1.271768 -5.228927 0.2 0.0 -0.1
F -1.310270 -0.858065 4.596864 -0.1 0.0 0.2
F -3.769399 -3.257976 -1.887208 0.3 0.3 -0.6
F -0.002852 -0.190741 -3.627897 0.4 0.4 -0.5
C -1.431269 0.208291 3.830820 -0.3 -1.2 -0.7
H 2.632796 0.831105 3.983451 -0.2 -0.2 0.0
O -1.256243 -3.173479 2.544818 0.2 0.7 -0.3
C 0.928927 -3.457559 1.059388 -0.9 1.1 0.2
O -1.759383 0.828280 1.184981 0.4 0.1 0.4
O -0.095419 3.584151 -3.402597 -0.2 -0.7 0.4
F -2.474044 0.903178 4.229603 -0.2 0.5 0.0
F -3.706631 -1.194490 -0.887386 0.8 0.0 -0.3
H 2.924416 -0.846155 3.351214 -0.5 0.1 -0.1
Cl 4.789084 0.489703 3.185914 0.0 0.2 -0.2
S -1.826823 -0.374859 2.029998 -0.2 0.6 -3.1
P -2.609699 -2.142294 -1.654030 -2.7 -1.5 0.9
F -1.419601 -1.059127 -1.266636 1.0 1.1 -0.1
V 0.084475 0.282346 -0.121696 -1.3 0.2 0.0
S 0.467330 2.349887 -2.914584 1.1 0.3 -2.8
N -0.411917 -1.074316 1.336793 -2.2 -0.5 2.4
O 0.771999 -2.050926 3.325074 -0.2 0.1 -1.0
S 0.017839 3.410513 -0.539670 -0.9 0.0 1.4
F -2.602618 2.960959 -0.106548 -0.1 0.1 -0.3
F -0.328698 0.919058 3.884455 0.1 0.3 -0.2
C -1.859920 3.922456 -0.592613 1.6 0.9 -0.4
O 0.207620 3.045583 0.850262 -0.2 -0.7 -0.7
C 3.030631 0.218781 3.183404 0.6 -0.3 0.7
F -1.525518 -3.036485 -2.441068 0.1 0.2 0.5
O -3.055589 -1.109084 1.981608 1.4 0.7 1.1
S -0.120155 -2.359079 2.212696 2.2 -3.1 1.4
F -1.704381 1.092175 -3.531302 0.1 0.3 -0.6
H 4.202031 0.193407 -1.952656 -0.3 0.1 0.4
H 4.037857 -1.399085 -2.658120 -0.4 -0.1 0.1
N -0.002888 1.948910 -1.432640 0.2 2.4 1.0
F -2.324056 -2.881063 -0.228396 0.7 0.3 -0.5
Cl 2.264630 0.722773 1.687100 0.3 0.4 -0.4
F 0.309592 -3.599583 -0.098778 0.2 -0.2 -0.1
F -2.188063 4.277748 -1.824549 -0.4 -0.7 -0.1
C 3.864269 -0.819725 -1.756481 1.0 0.1 -0.2
O 1.893350 2.194890 -3.093984 -0.6 -0.6 0.2
F 2.103879 -2.865673 0.853186 0.4 0.0 0.0
Cl 2.156775 -0.884280 -1.366585 -0.8 -0.3 -0.5
F -2.965767 -1.387040 -3.023399 0.4 0.1 0.2
F 1.140169 -4.632554 1.625057 -0.1 -0.1 0.1
C -0.431526 1.046797 -3.940948 -0.6 -0.6 2.1
Cl 4.838367 -1.564499 -0.481964 0.0 0.2 0.0
O 0.848187 4.481193 -1.014298 -0.7 -0.8 -0.2
```
Forces are in eV/Å.


Entry 3:
Here is a molecular structure, C6H4ClIN2 from the Open Molecules 2025 dataset. Energies are from ωB97M-V/def2-TZVPD.

* ΔE to the lowest compared entry with this formula, charge and spin: 0.0 kcal/mol
* E: -29888.052 eV
* spin multiplicity: 1
* charge: 0
* lowest unoccupied orbital energy: -0.8 eV

Geometry as XYZ:
```
14
Properties=species:S:1:pos:R:3:forces:R:3
H 1.839283 0.639403 -1.623662 -1.5 1.1 1.2
N -1.983356 -0.606610 2.750041 -0.4 0.0 0.2
C -1.734823 -0.428427 1.645039 0.2 -0.4 1.8
H 1.727938 -1.666786 -0.642070 1.4 0.2 -0.6
I -2.934217 -0.672806 -0.951343 0.3 0.0 0.0
H -0.222207 -2.387675 0.160593 -0.2 1.9 -0.3
C 0.218847 1.488089 -0.241741 0.1 0.4 -1.0
N -0.904686 1.137707 0.160837 -0.4 0.1 0.4
H 2.297943 1.036103 -0.059452 -1.0 -0.7 0.3
C -1.168056 -0.241829 0.366686 0.3 -1.2 -2.1
C 1.089960 -0.839736 -0.458105 -0.7 0.7 1.5
Cl 0.467888 3.166041 -0.555782 0.1 0.4 0.1
C 1.364973 0.644237 -0.556063 3.6 -1.7 -2.4
C -0.059485 -1.267712 0.005020 -1.9 -0.7 0.9
```
Forces are in eV/Å.


Entry 4:
Here is a molecular structure, C6H4CuN5O5 from the Open Molecules 2025 dataset. Energies are from ωB97M-V/def2-TZVPD.

* ΔE to the lowest compared entry with this formula, charge and spin: 0.0 kcal/mol
* E: -68602.831 eV
* spin multiplicity: 2
* charge: +1
* expectation value of S²: 0.7541
* lowest unoccupied orbital energy (spin up / spin down): -3.8 / -5.2 eV

Geometry as XYZ:
```
21
Properties=species:S:1:pos:R:3:forces:R:3
O -0.048576 1.669455 2.665010 -0.2 -1.2 -2.0
N -1.676068 1.269542 -0.565495 -1.3 0.6 0.5
Cu -0.028557 0.275960 -0.834035 0.0 -0.3 0.7
O 2.045945 2.059721 -1.962425 -1.8 -2.4 1.5
H -4.296832 2.059718 2.045851 -0.1 0.2 0.0
N -3.453648 2.530282 -0.992273 1.0 -0.4 1.6
N -4.539470 2.059631 1.062272 0.2 0.2 0.0
H -5.163289 2.808078 0.782259 0.1 0.1 0.1
C -2.322339 2.007816 -1.475499 -0.6 0.2 0.3
H 0.538007 -1.895452 -1.667878 -1.1 -0.1 -1.0
O 2.807792 -1.879158 0.759682 -2.3 1.4 -0.2
C 1.830189 -1.296106 0.657738 2.5 -1.5 0.2
C -1.425986 -1.342079 0.760050 -1.9 -1.8 1.8
C -0.346077 -1.247178 -2.065514 -0.4 -0.6 -0.7
N -3.389812 2.124870 0.301087 0.6 -2.0 -1.6
C 1.397325 1.263252 -1.445071 2.7 3.1 -1.9
O -1.179830 -1.418680 -2.888534 1.5 -0.2 1.2
N -2.370931 1.281700 0.573328 -1.3 2.0 -1.7
O -2.147270 -1.883586 1.463485 1.8 1.4 -1.7
C -0.093286 1.083245 1.686567 0.8 1.4 2.5
H -1.954753 2.148780 -2.486722 -0.3 0.0 0.2
```
Forces are in eV/Å.


Entry 5:
Here is 2 unconnected molecules or ions with the total composition C6H4F2N3 from the Open Molecules 2025 dataset. Energies are from ωB97M-V/def2-TZVPD.

* E: -16191.192 eV
* spin multiplicity: 1
* charge: -1
* lowest unoccupied orbital energy (spin up / spin down): 3.4 / 3.4 eV

Geometry as XYZ:
```
15
Properties=species:S:1:pos:R:3:forces:R:3
F -0.636781 2.040316 1.749998 0.0 -0.9 -0.7
F -1.346818 -1.496051 -0.747537 0.2 0.2 0.1
C 1.490763 0.040793 0.927381 0.4 0.9 0.9
H 0.995339 -1.474052 -0.424435 0.0 0.4 0.1
C -1.563040 0.695218 0.018595 -1.6 0.6 -0.8
N 2.118117 0.494498 1.784914 -0.3 -0.7 -0.8
N -2.417703 1.282886 -0.516616 1.3 -0.7 0.7
C -0.805013 -0.580307 0.159782 0.3 0.9 0.5
C 0.693208 -0.432980 -0.203238 0.0 -0.5 -0.1
C 0.898884 0.448368 -1.436815 0.0 0.1 -0.2
H 1.939570 0.371733 -1.777231 -0.3 0.0 0.1
N -1.288503 -1.813915 2.415097 0.6 0.7 -0.9
H 0.676189 1.498540 -1.207454 0.0 -0.3 0.0
C -0.987939 -1.180164 1.496076 -0.8 -0.8 0.9
H 0.233727 0.105120 -2.238517 0.2 0.1 0.1
```
Forces are in eV/Å.


Entry 6:
Here is a single C6H4INS2 molecule from the Open Molecules 2025 dataset. Energies are from ωB97M-V/def2-TZVPD.

* E: -37542.671 eV
* spin multiplicity: 1
* charge: 0
* lowest unoccupied orbital energy (spin up / spin down): -2.6 / -2.6 eV

Geometry as XYZ:
```
14
Properties=species:S:1:pos:R:3:forces:R:3
C -0.898680 -0.340318 -1.678557 -1.6 -0.1 -1.2
H -1.122728 -0.427664 -2.751863 0.2 0.3 0.5
C -0.758222 0.867184 0.299750 0.9 0.1 -0.1
H -0.447767 -2.531931 -1.396905 -0.4 1.2 -0.5
C -1.234387 0.825097 -0.985980 0.1 -0.3 -0.2
C -0.552604 -1.497410 -0.999368 0.7 -1.5 -0.4
S 0.618221 0.121533 2.527948 0.0 0.5 1.2
H -0.024239 -2.400375 0.927505 -0.1 1.6 -1.1
C -0.215919 -1.452413 0.303311 0.7 0.0 3.5
N 1.262252 1.595358 2.674345 0.3 -0.5 -0.5
C -0.224503 -0.150887 0.945982 0.3 -0.9 -1.1
I 3.373331 1.236468 -0.038059 -0.6 0.3 0.4
H -1.771600 1.624481 -1.455712 0.1 0.4 -0.3
S 1.996845 2.530877 1.627603 -0.6 -0.9 -0.2
```
Forces are in eV/Å.


Entry 7:
Here is a single C6H4N2 molecule from the Open Molecules 2025 dataset. Energies are from ωB97M-V/def2-TZVPD.

* ΔE to the lowest compared entry with this formula, charge and spin: 95.1 kcal/mol
* E: -9261.888 eV
* spin multiplicity: 1
* charge: 0
* lowest unoccupied orbital energy: -1.7 eV

Geometry as XYZ:
```
12
Properties=species:S:1:pos:R:3:forces:R:3
C 0.385055 -0.060596 0.541841 -2.3 -2.6 -3.5
N 1.011051 -1.318317 -2.805516 0.0 -0.9 2.5
C -1.164415 1.260769 1.826524 3.0 -1.9 0.0
N -0.170829 0.949618 -0.454904 -2.2 1.1 5.9
C -0.279625 0.099153 1.934775 -1.7 2.1 0.3
H 0.934655 -2.281827 0.378507 -0.7 2.3 -0.9
H -1.970375 2.334366 -0.238809 3.2 -2.0 2.2
H -1.630110 1.942849 2.674796 0.7 -2.0 -2.1
C 0.927626 -1.451149 -1.643652 -0.6 2.2 -0.6
H -0.243130 -0.573313 2.904724 0.4 1.5 -2.4
C 0.691963 -1.276196 -0.186848 1.0 -0.1 2.7
C -1.056037 1.621155 0.377982 -0.9 0.3 -4.1
```
Forces are in eV/Å.


Entry 8:
Here is a single C6H4N2O3S molecule from the Open Molecules 2025 dataset. Energies are from ωB97M-V/def2-TZVPD.

* ΔE to the lowest compared entry with this formula, charge and spin: 7.2 kcal/mol
* E: -26239.516 eV
* spin multiplicity: 1
* charge: 0
* lowest unoccupied orbital energy (spin up / spin down): -2.3 / -1.1 eV

Geometry as XYZ:
```
16
Properties=species:S:1:pos:R:3:forces:R:3
N 0.152206 0.949756 -1.927344 2.2 1.5 -1.2
C 0.413827 0.364541 -0.685644 -0.3 -0.3 0.6
C 1.757898 0.165763 -0.358094 -0.4 0.0 -0.1
O -2.968274 1.287408 0.210198 0.2 -0.1 -0.6
C -0.266182 -0.537545 1.426824 -0.1 0.0 0.2
S -2.380845 0.078344 -0.348648 0.9 0.3 1.5
H 3.105095 -0.569242 1.122763 0.1 0.0 0.0
C 2.073122 -0.392578 0.865246 -0.1 0.0 0.0
C -0.590396 0.036688 0.215065 -0.4 -0.2 -0.9
H -1.061846 -0.809045 2.103843 0.0 -0.1 0.1
H 1.318974 -1.166249 2.714599 0.0 0.0 0.1
C 1.065726 -0.737810 1.757778 -0.1 0.1 0.0
H 2.519025 0.435498 -1.074744 0.0 0.0 -0.1
O -2.908729 -1.196333 0.102416 0.0 0.0 -0.5
N -0.847533 0.861483 -2.570243 -2.2 -1.8 1.6
O -1.382067 1.229320 -3.554016 0.4 0.7 -0.9
```
Forces are in eV/Å.